Here is a structure of composition C58H76B2BeF8N8O6 in a non-equilibrium geometry from the Open Molecules 2025 dataset. Energies are from ωB97M-V/def2-TZVPD.

Properties
Orbital gap in eV: 8.364
Charge: 0
HOMO level in eV: -9.1

```
159
Properties=species:S:1:pos:R:3:forces:R:3:lowdin_charge:R:1
Be -4.326 9.691 3.045 0.2 0.3 0.5 0.999
B -5.716 8.372 0.502 -0.2 0.1 -2.2 -1.557
F -5.786 9.721 0.753 0.2 1.5 0.9 0.144
F -5.039 7.735 1.468 2.2 -0.6 3.0 0.176
F -6.932 7.809 0.414 -2.9 -0.6 0.3 0.175
F -5.114 8.139 -0.715 1.2 0.3 -1.3 0.153
B -3.168 11.276 5.377 1.8 -0.8 0.1 -1.575
F -3.834 12.365 5.544 -3.1 3.7 0.8 0.262
F -2.678 11.242 4.108 1.2 -0.5 -3.7 0.140
F -2.119 11.240 6.233 1.3 -0.8 1.5 0.180
F -3.945 10.140 5.388 -2.0 -2.3 0.2 0.138
N -11.326 7.275 2.431 0.4 0.7 0.9 0.044
C -12.412 7.892 2.982 1.7 -1.0 0.7 -0.143
C -12.701 7.788 4.352 0.6 -0.3 -0.3 -0.070
C -11.753 7.159 5.163 0.4 0.1 -0.3 -0.079
C -10.569 6.670 4.623 0.5 -0.1 -1.1 -0.070
C -10.364 6.703 3.233 -3.0 1.0 -0.4 -0.106
H -12.968 8.549 2.330 -0.4 -0.3 -0.2 0.097
H -13.617 8.166 4.779 0.0 0.2 -0.1 0.096
H -11.860 7.085 6.235 -0.3 0.0 0.1 0.103
H -9.785 6.253 5.239 -0.2 -0.1 0.2 0.078
H -9.542 6.291 2.666 0.3 -0.2 0.5 0.094
N -10.646 6.600 -2.645 0.2 -2.5 -0.9 0.069
C -10.810 5.377 -3.262 0.5 2.7 -0.2 -0.138
C -11.553 4.351 -2.741 -0.7 -0.6 0.7 -0.101
C -12.104 4.498 -1.480 0.1 2.1 0.3 -0.055
C -11.875 5.739 -0.796 -1.1 -4.0 0.3 -0.061
C -11.131 6.669 -1.422 0.1 2.3 -0.2 -0.199
H -10.371 5.426 -4.247 -0.1 -0.7 -0.2 0.098
H -11.859 3.429 -3.212 0.6 0.1 -0.7 0.101
H -12.797 3.731 -1.167 0.1 0.0 0.6 0.101
H -12.224 5.839 0.221 -0.1 0.4 0.0 0.082
H -11.049 7.647 -0.969 0.3 0.1 0.3 0.093
N -2.480 8.095 3.593 1.2 -0.9 -0.3 0.089
C -2.211 6.979 2.823 -0.9 0.6 0.8 -0.112
C -1.087 6.172 2.969 0.7 0.7 0.7 -0.061
C -0.096 6.609 3.831 -0.5 0.3 2.1 -0.055
C -0.398 7.620 4.777 0.7 -0.2 -2.3 -0.037
C -1.554 8.341 4.580 -1.4 0.1 -0.2 -0.105
H -2.985 6.674 2.134 -0.2 0.2 -0.1 0.100
H -0.897 5.191 2.559 -0.6 0.2 -0.9 0.099
H 0.808 6.037 3.980 0.2 0.0 -0.3 0.104
H 0.346 7.995 5.464 -0.1 -0.2 0.3 0.110
H -1.772 9.091 5.326 -0.3 0.4 -0.4 0.096
N 0.079 9.718 -4.184 -0.1 -0.1 2.1 0.061
C 1.245 10.412 -4.190 -0.1 -1.4 -0.7 -0.149
C 2.389 9.937 -3.595 -0.7 -1.6 1.6 -0.040
C 2.219 8.788 -2.733 2.8 1.3 -1.0 -0.074
C 1.024 8.234 -2.511 -2.4 -0.3 -0.5 -0.108
C -0.039 8.716 -3.262 0.2 1.6 -1.4 -0.141
H 1.350 11.261 -4.848 -0.5 0.1 -0.2 0.104
H 3.335 10.415 -3.802 0.1 -0.1 0.3 0.099
H 3.050 8.246 -2.308 0.5 0.5 0.1 0.104
H 0.786 7.371 -1.907 0.6 0.0 0.3 0.110
H -1.015 8.285 -3.096 -0.2 -0.1 -0.6 0.090
N -4.703 12.263 2.069 -1.6 0.2 -1.1 0.075
C -3.662 13.123 2.134 -0.5 -2.7 1.0 -0.137
C -3.778 14.464 2.001 1.1 1.1 -1.4 -0.076
C -4.952 14.986 1.548 0.1 0.1 0.6 -0.084
C -6.037 14.148 1.445 -1.0 -0.2 -0.5 -0.064
C -5.933 12.762 1.643 2.5 1.0 1.6 -0.071
H -2.760 12.591 2.397 0.3 0.5 0.0 0.097
H -2.934 15.137 1.979 0.4 -0.3 0.5 0.110
H -4.923 16.046 1.345 -0.7 0.1 -0.1 0.111
H -6.968 14.640 1.206 -0.4 -0.5 -0.2 0.101
H -6.804 12.123 1.623 0.2 -0.3 -0.1 0.091
N -2.923 3.054 1.470 0.0 1.1 0.3 0.049
C -2.268 2.145 2.192 -0.9 0.0 -1.4 -0.168
C -1.802 0.992 1.597 0.6 -1.1 -0.2 -0.085
C -2.030 0.686 0.242 -1.3 2.3 1.3 -0.038
C -2.800 1.671 -0.451 1.3 -2.3 0.3 -0.061
C -3.152 2.860 0.175 0.0 -1.1 0.0 -0.155
H -2.264 2.278 3.263 0.3 0.2 0.1 0.103
H -1.295 0.289 2.242 0.1 -0.2 -0.1 0.095
H -1.754 -0.285 -0.141 0.0 0.2 -0.3 0.101
H -3.133 1.326 -1.419 -0.1 0.8 -0.4 0.100
H -3.728 3.581 -0.386 0.0 0.4 0.1 0.092
N -10.235 12.160 -0.516 0.8 0.6 -2.0 0.049
C -10.274 10.962 0.052 1.1 1.7 0.1 -0.144
C -9.228 10.048 -0.155 -1.2 -1.2 0.7 -0.090
C -8.362 10.267 -1.156 1.8 1.6 -2.4 -0.065
C -8.368 11.483 -1.909 -0.4 -2.2 1.4 -0.055
C -9.291 12.390 -1.504 -0.8 0.1 0.4 -0.153
H -11.094 10.971 0.755 0.1 -1.1 0.4 0.097
H -9.083 9.104 0.347 -0.6 -0.1 0.4 0.092
H -7.587 9.576 -1.452 -0.1 -0.5 0.5 0.091
H -7.709 11.591 -2.759 0.0 0.3 0.1 0.095
H -9.264 13.293 -2.095 -0.7 0.7 0.6 0.094
N -6.710 10.390 3.727 -1.4 -0.1 3.2 0.089
C -7.021 10.893 5.028 1.3 0.0 -1.4 -0.066
C -8.280 10.988 5.609 1.8 0.1 -0.9 -0.056
C -9.288 10.440 4.874 -2.5 0.2 0.3 -0.098
C -9.096 9.846 3.677 1.7 0.1 -1.4 -0.049
C -7.795 9.873 3.136 0.3 0.0 -0.6 -0.120
H -6.196 11.318 5.580 0.3 0.0 -0.3 0.096
H -8.413 11.591 6.495 0.0 -0.3 0.2 0.113
H -10.333 10.546 5.128 -0.1 0.0 0.7 0.113
H -9.916 9.516 3.058 0.0 -0.2 0.1 0.090
H -7.641 9.540 2.121 0.1 -0.3 0.0 0.083
C -7.017 6.514 -2.438 -1.6 1.1 1.5 -0.030
C -5.704 6.024 -2.841 1.7 -2.1 0.2 -0.460
O -5.081 5.165 -2.177 -1.2 1.7 -1.3 0.012
C -5.121 6.583 -4.125 0.2 -0.2 0.3 -0.011
H -7.170 6.399 -1.365 0.3 -0.1 0.1 0.071
H -7.958 6.129 -2.833 0.4 -0.6 -0.8 0.074
H -7.108 7.587 -2.610 0.2 0.1 -0.2 0.083
H -5.854 6.661 -4.927 -0.1 -0.3 0.0 0.090
H -4.268 5.967 -4.412 -0.1 0.1 -0.1 0.081
H -4.806 7.620 -4.008 0.1 0.0 0.3 0.055
C -1.949 8.257 -0.341 0.5 -0.1 -0.8 -0.002
C -1.868 9.653 0.135 -0.1 1.0 2.2 -0.419
O -2.627 9.947 1.055 0.1 0.8 -0.1 0.024
C -0.723 10.604 -0.291 -0.5 -1.1 -0.4 0.017
H -1.936 8.251 -1.430 -0.4 -0.3 0.1 0.065
H -2.818 7.778 0.111 0.1 0.1 -0.5 0.073
H -1.038 7.749 -0.024 0.2 -0.1 0.1 0.092
H -0.690 11.600 0.150 -0.5 -0.3 0.1 0.085
H -0.689 10.656 -1.380 -0.1 0.2 -0.1 0.062
H 0.197 10.072 -0.052 0.2 0.0 0.2 0.082
C -5.736 3.172 3.214 0.4 -1.0 1.0 -0.014
C -6.841 4.058 2.749 -0.5 0.0 -2.1 -0.470
O -7.844 4.246 3.386 -0.5 0.0 1.3 0.056
C -6.774 4.737 1.388 0.5 0.7 0.5 0.000
H -4.954 3.774 3.677 0.2 0.1 -0.3 0.072
H -5.290 2.469 2.510 0.1 0.8 -0.6 0.048
H -6.070 2.478 3.985 -0.5 0.4 0.3 0.089
H -7.762 5.074 1.077 -0.1 -0.7 -0.2 0.082
H -6.189 4.238 0.615 -0.2 0.1 0.1 0.059
H -6.327 5.720 1.539 0.6 0.0 0.1 0.072
C -4.651 6.107 5.782 0.7 0.4 -0.7 -0.002
C -5.773 6.928 5.249 1.0 0.9 -0.9 -0.447
O -5.577 7.660 4.271 -0.9 -0.7 1.2 0.015
C -7.060 6.906 6.025 -0.5 1.1 -0.8 0.011
H -4.892 5.055 5.627 0.0 -0.1 0.8 0.084
H -4.443 6.461 6.792 -0.2 -0.7 0.3 0.100
H -3.748 6.331 5.215 -0.1 -0.1 -0.2 0.064
H -7.868 6.542 5.391 0.2 -0.3 0.0 0.056
H -7.287 7.969 6.101 -0.2 0.2 0.3 0.084
H -7.090 6.457 7.018 0.4 -0.2 -0.3 0.094
C -8.489 2.679 -0.545 0.7 -0.2 -0.5 -0.016
C -7.773 1.435 -0.084 -1.0 -0.3 1.1 -0.479
O -8.395 0.462 0.319 0.8 0.7 -0.5 0.057
C -6.278 1.496 -0.101 0.5 0.3 -0.1 -0.026
H -7.743 3.414 -0.849 -0.3 0.2 0.1 0.056
H -9.101 3.060 0.273 -0.3 0.0 -0.3 0.094
H -9.032 2.396 -1.446 -0.6 0.2 0.2 0.088
H -5.835 1.236 0.860 -0.1 -0.8 -0.2 0.079
H -5.884 2.494 -0.290 -0.3 0.0 -0.3 0.040
H -5.976 0.871 -0.942 0.4 -0.3 0.3 0.099
C -4.410 10.866 -3.022 -0.4 0.0 -0.6 -0.003
C -4.132 10.482 -4.457 2.4 0.8 0.3 -0.490
O -4.731 9.652 -5.057 -1.4 -1.0 -0.9 0.071
C -2.802 11.066 -4.981 -0.5 0.3 -0.2 -0.031
H -4.948 10.048 -2.544 0.4 -0.1 0.3 0.075
H -5.070 11.732 -2.963 0.1 0.2 -0.1 0.083
H -3.433 11.125 -2.613 -0.3 -0.1 0.6 0.073
H -2.777 12.127 -4.733 0.3 0.0 0.2 0.077
H -2.558 10.982 -6.040 -0.8 -0.2 -0.2 0.079
H -1.966 10.529 -4.534 -0.1 0.2 0.5 0.036
```
Forces are in eV/Å.


Here is a structure of composition C2N2S3 in a non-equilibrium geometry from the Open Molecules 2025 dataset. Energies are from ωB97M-V/def2-TZVPD.

Properties
Orbital gap (alpha / beta) in eV: 6.761 / 7.012
Charge: 0
HOMO level (alpha / beta) in eV: -10.1 / -10.3

```
7
Properties=species:S:1:pos:R:3:forces:R:3:lowdin_charge:R:1
C 1.517 0.865 1.100 0.6 -0.3 -0.3 -0.820
C -1.965 -0.725 -0.201 1.1 -0.2 -0.2 -0.679
N 1.347 0.793 2.240 -0.5 0.1 0.4 0.099
N -2.264 -1.049 0.851 -0.8 -0.5 1.3 0.130
S 2.139 0.969 -0.440 -1.0 -0.7 -1.1 0.608
S -1.305 -0.121 -1.620 -0.3 1.0 -1.5 0.439
S 0.531 -0.732 -1.930 0.8 0.6 1.5 0.222
```
Forces are in eV/Å.


Here is a structure of composition C49H50AgN10O3S2SeTe in a non-equilibrium geometry from the Open Molecules 2025 dataset. Energies are from ωB97M-V/def2-TZVPD.

Properties
Orbital gap (alpha / beta) in eV: 5.055 / 4.925
2S+1: 2
Charge: -2
HOMO level (alpha / beta) in eV: -1.2 / -1.2

```
117
Properties=species:S:1:pos:R:3:forces:R:3:lowdin_charge:R:1
Ag 0.460 0.228 -1.625 -0.1 -0.8 -0.1 0.771
N -2.630 -0.788 -4.143 0.1 0.0 0.1 0.187
C -1.741 -0.145 -4.914 -0.1 0.0 0.3 -0.443
N -1.654 -0.510 -6.201 -0.1 -0.1 0.2 0.176
C -0.840 0.250 -6.906 0.3 0.3 -0.2 -0.471
N -0.617 -0.122 -8.207 0.0 0.0 0.1 0.127
N -0.202 1.347 -6.476 0.0 -0.1 -0.4 0.154
C -0.358 1.595 -5.176 0.4 0.2 0.0 -0.286
N -1.047 0.860 -4.337 -0.4 0.1 0.0 0.173
C 0.339 2.833 -4.655 -0.3 -0.4 -0.2 -0.212
C 0.878 3.754 -5.543 0.1 0.2 -0.2 -0.030
C 1.493 4.887 -5.031 0.0 -0.2 -0.2 -0.082
C 1.569 5.041 -3.659 0.0 0.1 0.1 -0.060
C 1.006 4.057 -2.859 -0.1 -0.1 0.1 -0.137
N 0.388 2.985 -3.346 0.1 0.2 0.5 0.138
H -2.941 -1.690 -4.463 -0.1 -0.1 0.0 0.098
H -2.539 -0.680 -3.141 0.0 -0.1 -0.1 0.085
H -1.280 -0.776 -8.583 0.0 0.0 0.0 0.083
H -0.283 0.605 -8.812 0.1 0.0 0.0 0.081
H 0.803 3.567 -6.604 0.0 0.0 0.0 0.093
H 1.916 5.632 -5.695 0.0 0.0 0.0 0.095
H 2.049 5.903 -3.209 0.0 -0.1 0.0 0.100
H 1.055 4.134 -1.775 0.0 0.0 -0.1 0.060
N -1.285 -7.335 2.634 -0.1 -0.1 -0.1 0.082
C -1.690 -6.415 1.652 0.0 0.0 0.1 -0.328
C -1.060 -6.394 0.409 0.1 0.0 0.0 -0.030
C -1.471 -5.512 -0.568 0.0 0.1 0.0 -0.054
C -2.507 -4.619 -0.311 -0.1 -0.2 0.2 -0.282
C -3.158 -4.652 0.912 0.1 0.0 0.0 -0.058
C -2.752 -5.549 1.888 0.0 0.1 0.1 -0.042
S -3.008 -3.489 -1.571 0.2 0.2 0.0 0.519
O -3.196 -4.297 -2.763 0.0 0.0 -0.2 -0.389
O -4.168 -2.796 -1.059 0.1 0.0 0.0 -0.341
N -1.812 -2.458 -1.714 0.7 0.1 -0.7 -0.140
C -0.799 -2.595 -2.613 -0.2 0.2 -0.1 -0.681
S -0.587 -3.913 -3.801 -0.2 0.0 0.3 0.984
C 0.818 -3.139 -4.444 -0.1 -0.2 -0.1 -0.437
C 1.019 -1.975 -3.812 0.1 0.4 0.4 -0.285
N 0.138 -1.662 -2.791 -0.5 -0.4 0.0 -0.079
H -0.318 -7.599 2.551 0.2 0.0 0.0 0.070
H -1.496 -7.038 3.571 0.0 0.1 0.1 0.075
H -0.220 -7.055 0.226 0.0 0.0 0.0 0.108
H -0.981 -5.500 -1.535 0.0 0.0 0.1 0.077
H -3.975 -3.967 1.090 0.0 0.0 0.0 0.104
H -3.245 -5.558 2.855 0.0 0.0 0.0 0.103
H 1.380 -3.574 -5.260 -0.1 0.1 0.1 0.052
H 1.811 -1.266 -4.030 -0.1 -0.1 0.1 0.110
C -5.362 5.405 4.655 0.1 0.0 0.0 -0.070
C -4.306 5.015 3.649 0.1 0.0 0.0 -0.290
C -4.647 4.517 2.398 0.0 0.0 0.0 -0.037
C -3.676 4.107 1.483 0.0 0.0 -0.1 -0.303
C -4.141 3.609 0.128 0.0 0.0 0.2 -0.093
C -2.308 4.187 1.811 0.0 -0.2 -0.1 -0.334
Te -0.775 3.178 0.492 -0.6 0.7 0.1 1.441
N 0.980 1.864 -0.436 1.2 0.4 0.1 -0.206
C 2.230 2.023 -0.823 -0.2 0.0 0.0 -0.734
O 2.667 1.378 -1.822 -0.2 0.1 -0.1 -0.144
C 3.246 2.912 -0.132 -0.1 0.0 0.1 -0.136
C 4.581 2.555 -0.320 0.1 0.0 0.0 -0.022
C 5.604 3.289 0.262 0.0 0.1 0.0 -0.093
C 5.311 4.403 1.043 -0.1 -0.1 0.0 -0.119
C 3.984 4.767 1.238 0.0 -0.1 -0.1 -0.101
C 2.959 4.024 0.656 0.1 0.0 0.0 -0.061
C -1.065 1.479 1.699 0.2 -0.1 0.1 -0.435
C -2.185 0.696 1.433 0.0 0.1 0.1 -0.136
C -2.522 -0.365 2.258 0.1 0.0 0.0 -0.085
C -1.722 -0.649 3.355 0.0 0.0 0.0 -0.088
C -0.568 0.089 3.582 -0.1 0.0 0.0 -0.073
C -0.200 1.149 2.755 0.0 0.0 -0.2 -0.292
C 1.146 1.799 2.954 -0.1 -0.2 -0.1 -0.075
C -1.961 4.770 3.039 0.1 0.1 0.0 -0.298
C -0.519 5.034 3.438 -0.2 -0.1 0.1 -0.084
C -2.956 5.158 3.942 0.0 0.0 -0.1 -0.041
H -6.363 5.319 4.227 0.0 0.0 0.0 0.064
H -5.226 6.434 4.996 0.0 0.0 0.0 0.069
H -5.318 4.760 5.536 0.0 0.0 0.0 0.073
H -5.699 4.438 2.127 0.1 0.0 0.0 0.103
H -5.219 3.748 0.013 0.1 0.0 0.0 0.066
H -3.917 2.550 -0.010 0.0 0.1 0.0 0.047
H -3.633 4.143 -0.678 0.0 0.0 0.0 0.063
H 4.785 1.680 -0.926 0.0 0.1 0.1 0.114
H 6.636 2.988 0.112 -0.1 0.0 0.0 0.092
H 6.108 4.976 1.503 0.0 0.0 0.0 0.086
H 3.736 5.626 1.853 0.0 0.0 0.0 0.091
H 1.931 4.310 0.825 -0.1 0.0 0.0 0.037
H -2.801 0.909 0.568 0.1 0.0 0.0 0.076
H -3.387 -0.967 2.013 0.0 -0.1 0.1 0.097
H -1.974 -1.467 4.019 0.0 0.0 0.0 0.093
H 0.081 -0.175 4.412 -0.1 0.0 0.0 0.097
H 1.879 1.254 2.341 -0.1 0.0 0.1 0.055
H 1.463 1.754 3.999 0.0 0.0 0.0 0.078
H 1.157 2.833 2.617 0.0 0.0 0.0 0.012
H 0.140 5.028 2.571 0.0 0.0 0.0 0.021
H -0.152 4.276 4.138 0.0 0.0 -0.1 0.078
H -0.438 6.007 3.932 0.0 -0.1 0.0 0.069
H -2.661 5.581 4.903 0.0 0.0 -0.1 0.111
C 3.502 -6.761 2.934 -0.1 0.1 -0.1 -0.083
C 3.167 -5.423 2.316 0.0 0.1 0.0 -0.311
C 3.007 -4.279 3.090 0.0 0.1 0.0 -0.049
C 2.766 -3.022 2.527 -0.1 -0.1 0.1 -0.307
C 2.600 -1.839 3.450 0.0 -0.1 0.0 -0.108
C 2.666 -2.873 1.125 0.1 0.0 0.0 -0.569
Se 2.443 -1.135 0.340 0.0 0.0 0.2 0.592
C 2.821 -4.035 0.337 0.1 -0.1 0.1 -0.305
C 2.779 -3.984 -1.169 0.0 0.0 0.0 -0.097
C 3.061 -5.272 0.939 0.0 0.0 -0.1 -0.054
H 3.490 -6.701 4.025 0.0 0.0 0.0 0.060
H 4.498 -7.099 2.632 0.0 0.0 0.0 0.066
H 2.797 -7.543 2.631 0.0 0.0 0.0 0.058
H 3.085 -4.359 4.176 0.0 0.0 -0.1 0.098
H 3.037 -2.053 4.431 0.0 0.0 0.0 0.064
H 1.538 -1.606 3.586 0.1 0.0 -0.1 0.057
H 3.063 -0.947 3.025 0.0 -0.1 0.0 0.025
H 2.635 -2.962 -1.516 0.0 0.0 0.0 -0.009
H 1.965 -4.599 -1.558 -0.1 0.0 0.0 0.066
H 3.713 -4.365 -1.596 0.0 0.0 0.0 0.075
H 3.184 -6.148 0.295 0.0 0.1 0.1 0.110
```
Forces are in eV/Å.


Summary of E in Ha
-4008.8162, -1380.1935, -6283.4053
(order as listed above)